1.
The following is a DFT calculation (ωB97M-V/def2-TZVPD) of a 7-piece molecular cluster, ClH12O6 overall.

relative energy (zero: lowest compared OMol25 entry of this formula, charge and spin)	5.4	kcal/mol
energy	-918.9574	hartree
LUMO level	3.300	eV
total charge	-1

XYZ file:
```
19
Properties=species:S:1:pos:R:3:forces:R:3
Cl 0.38705 0.34843 0.71438 -0.2745 0.0125 -0.0928
O -2.37967 -1.21732 1.88942 -0.1056 0.2088 0.0140
H -1.74522 -0.48546 1.78095 0.1573 -0.2601 -0.0506
H -3.22685 -0.83224 1.64087 0.0835 0.0397 0.0395
O 3.50691 1.28501 0.80243 -0.0802 -0.2978 0.0704
H 4.15388 0.66085 0.46017 -0.0762 0.0237 -0.0032
H 2.66762 0.77981 0.82840 0.1080 0.3517 -0.0567
O -2.57498 -0.65050 -1.17312 0.0016 -0.0503 0.1415
H -3.13563 -1.34701 -0.81863 0.1099 -0.0166 0.0230
H -1.82780 -0.61187 -0.55242 -0.0527 0.1161 -0.1888
O 0.77684 -0.11657 -2.69454 0.0913 0.0280 0.0551
H 0.56754 0.16375 -1.78785 0.0300 0.0155 -0.0779
H 1.31856 -0.90275 -2.56925 -0.1139 -0.0167 0.0881
O 0.82165 -2.61156 -0.31680 -0.0705 0.4827 -0.0882
H 0.64681 -1.65469 -0.12863 0.1447 -0.6642 0.1324
H -0.04506 -3.02585 -0.26424 0.0179 0.1001 0.0117
O -0.22607 3.64025 0.53342 -0.0830 -0.0776 0.0869
H 0.48983 3.91126 1.11535 0.0267 -0.0963 -0.0524
H -0.17542 2.66645 0.54009 0.0856 0.1006 -0.0521
```
Forces are in eV/Å.

=====

2.
The following is a DFT calculation (ωB97M-V/def2-TZVPD) of an isolated ion of composition C27H52BIN2O5PSi and charge +1.

energy	-2499.0173	hartree
SMILES	CCCCO[C@]1(CP(=O)(O)O)[C@@H](CCCCCCCC[Si](C)(C)c2ccccc2)N(C)C[C@@H](B(C)O)[N@@H+]1I
LUMO level	-4.817	eV
total charge	+1

XYZ file:
```
90
Properties=species:S:1:pos:R:3:forces:R:3
C 6.68669 -3.12121 -0.14825 0.0105 -0.0963 -0.0763
C 5.34037 -3.67861 -0.62762 -0.0027 0.2989 0.1784
C 4.47303 -2.67235 -1.40354 -0.0486 -0.1943 -0.0880
C 3.39378 -2.02580 -0.54280 -0.2252 -0.1936 -0.0911
O 3.21520 -0.65777 -0.93734 0.2157 -0.0249 0.0228
C 2.64628 0.25039 -0.04864 -0.5048 -0.5516 -0.3457
C 1.44653 -0.43074 0.67159 0.0829 0.6968 0.1284
P -0.00978 0.35228 1.51003 -0.3476 -0.3198 -0.1315
O 0.13282 0.19922 2.96359 0.0358 0.0894 -0.2852
O -1.24436 -0.37221 0.81975 0.6100 0.0357 0.1727
O -0.29962 1.79956 0.96389 -0.0424 0.1114 -0.0891
C 2.41432 1.49568 -0.91572 0.0508 0.3638 0.0728
C 1.19377 1.35980 -1.84001 -0.0163 -0.1408 -0.3266
C 1.28860 0.33376 -2.97391 -0.0897 0.0097 0.1461
C 0.00166 0.29578 -3.80496 0.1275 -0.2082 0.1298
C -1.17825 -0.24723 -2.98105 0.1180 0.3866 0.1871
C -2.34115 0.73058 -2.82135 0.0481 -0.0641 -0.0615
C -3.56561 0.04748 -2.23595 0.0103 0.1700 0.1036
C -4.68020 1.01734 -1.81564 -0.0039 0.0172 0.0216
C -4.62476 1.38498 -0.32060 0.0096 -0.1230 -0.2486
Si -5.48589 0.25758 0.90713 0.1070 0.1435 0.1353
C -5.47255 1.14953 2.56271 -0.0868 -0.1431 -0.1498
C -7.25764 -0.09435 0.43742 0.0771 0.0012 0.0571
C -4.49118 -1.34136 1.02732 0.0784 -0.3084 0.1699
C -3.70110 -1.63491 2.14831 -0.0662 -0.1208 -0.2219
C -2.94848 -2.80726 2.22237 -0.0334 0.1351 -0.0751
C -2.96788 -3.71618 1.16934 -0.0631 0.1925 -0.0686
C -3.74306 -3.44532 0.04546 0.0594 0.0510 0.1233
C -4.49462 -2.27716 -0.01705 0.0287 -0.0254 0.2428
N 2.34006 2.75770 -0.15999 -0.2411 -0.4852 0.3366
C 2.51390 3.89725 -1.06130 -0.3301 0.1458 0.1810
C 3.20060 2.93748 1.00778 0.2400 0.2230 -0.2499
C 3.50501 1.71951 1.86502 -0.3415 -0.0705 -0.0204
B 2.65220 1.33017 3.18272 -0.4372 -0.2077 0.0479
C 1.79586 2.35694 3.97252 -0.1202 -0.0770 -0.0824
O 2.83316 0.05840 3.68700 0.5161 0.3434 0.1264
N 3.74726 0.52793 0.98861 0.5384 0.5949 -0.0456
I 5.66093 0.65900 0.06511 -0.1094 -0.0295 0.1550
H 6.62317 -2.71316 0.86030 0.0129 0.1430 -0.0014
H 7.05446 -2.34343 -0.81836 0.0219 0.0236 -0.0121
H 7.44704 -3.90032 -0.12692 -0.0199 -0.0429 0.0843
H 4.77688 -3.99557 0.25387 -0.0191 -0.3240 -0.0992
H 5.50399 -4.55895 -1.24305 0.0069 -0.0418 -0.0222
H 3.98050 -3.20119 -2.21906 -0.0160 0.1260 -0.0954
H 5.08574 -1.89473 -1.85947 0.0330 0.0216 0.0260
H 3.63384 -2.11587 0.52299 0.1622 0.1380 0.0283
H 2.44859 -2.55229 -0.69488 -0.0110 -0.0223 0.1444
H 1.84649 -1.03521 1.48874 -0.1109 -0.2467 -0.1110
H 1.00590 -1.09030 -0.07406 0.0023 0.0021 -0.0278
H -1.44855 -1.21277 1.26560 -0.4336 -0.0759 -0.0514
H 0.17575 2.49683 1.42712 0.1267 0.1303 -0.0931
H 3.28120 1.51950 -1.59656 0.1819 -0.0159 0.1328
H 1.04460 2.33416 -2.30454 0.0021 0.0163 0.0105
H 0.28559 1.17052 -1.27964 -0.0659 0.0600 0.3047
H 2.15445 0.53684 -3.60722 0.0666 0.0353 0.0108
H 1.42432 -0.66560 -2.55575 0.1202 -0.0445 -0.0594
H 0.18846 -0.35305 -4.66133 -0.0672 0.1074 -0.1151
H -0.23908 1.28982 -4.18871 0.0692 0.0366 -0.0544
H -0.79331 -0.45361 -1.97874 -0.1898 -0.3168 0.1091
H -1.54903 -1.19191 -3.37894 0.0183 -0.0335 -0.1056
H -2.55919 1.19108 -3.78863 -0.1456 0.0231 0.0000
H -2.05338 1.53959 -2.13997 0.1128 0.0933 -0.0834
H -3.21054 -0.49068 -1.35514 -0.1449 -0.1709 0.0110
H -3.95387 -0.69272 -2.93853 0.0839 -0.0592 -0.0548
H -4.59936 1.94391 -2.38893 0.0430 -0.0643 -0.1851
H -5.64662 0.58898 -2.09337 -0.0846 0.0501 0.1453
H -3.57599 1.39360 -0.00910 0.1402 0.1719 0.0592
H -4.99822 2.40145 -0.17429 -0.0721 0.0202 0.0918
H -4.72378 1.94120 2.56398 0.0416 0.0296 0.1019
H -6.45307 1.60167 2.72085 0.0223 0.1162 0.0078
H -5.29236 0.48898 3.40926 0.0256 -0.0154 0.0507
H -7.76924 -0.52137 1.30133 -0.0531 -0.0800 -0.0173
H -7.37315 -0.77902 -0.40120 -0.0132 -0.0117 -0.0588
H -7.75808 0.84500 0.19484 -0.0389 0.0012 -0.0619
H -3.65555 -0.94267 2.98018 -0.0380 0.0193 0.0086
H -2.36076 -3.00610 3.10946 0.0145 -0.0563 0.0408
H -2.39271 -4.63020 1.22851 0.0061 -0.0407 -0.0024
H -3.75862 -4.15241 -0.77363 -0.0494 0.0138 -0.0327
H -5.09490 -2.08764 -0.89958 -0.0193 -0.0352 -0.0221
H 2.80725 4.77073 -0.48180 0.0316 0.0070 -0.0226
H 3.28031 3.69578 -1.81786 0.1090 0.0535 -0.0123
H 1.58383 4.15514 -1.56198 0.0065 -0.0314 -0.0618
H 4.16000 3.38576 0.70724 0.0594 -0.0822 -0.0724
H 2.72976 3.67563 1.66229 0.0562 0.0253 0.0116
H 4.47281 1.96410 2.32050 0.0218 -0.1471 0.1165
H 1.12575 1.80761 4.62992 0.0324 0.0640 0.0896
H 2.44228 2.99509 4.58226 0.0614 0.0456 0.0308
H 1.18848 3.02307 3.35764 0.0498 0.0857 -0.0278
H 3.73278 -0.28504 3.66322 -0.0385 -0.1818 -0.0151
H 3.79925 -0.28606 1.59917 0.0348 -0.1455 -0.1190
```
Forces are in eV/Å.

=====

no.,orbital gap (eV)
1,9.6424
2,6.1916